No. 1
This record from the Open Molecules 2025 dataset describes a 11-piece molecular cluster, C31H53Cl4N3O21 overall. The level of theory is ωB97M-V with the def2-TZVPD basis set.

Geometry as XYZ:
```
112
Properties=species:S:1:pos:R:3
C -8.188 1.210 -5.869
C -8.428 2.572 -5.266
O -9.776 2.579 -5.160
C -10.325 1.327 -5.285
O -11.461 1.051 -5.041
O -9.345 0.473 -5.551
H -7.402 0.707 -5.305
H -7.916 1.287 -6.922
H -8.254 3.319 -6.041
H -7.770 2.782 -4.422
C -2.356 8.706 7.772
C -3.330 8.080 6.677
O -4.483 7.774 7.431
C -4.408 8.150 8.731
O -5.214 7.983 9.603
O -3.118 8.558 8.936
H -2.269 9.774 7.573
H -1.319 8.376 7.714
H -2.951 7.117 6.335
H -3.384 8.771 5.836
C -11.281 6.259 -0.479
C -11.433 7.580 0.183
O -10.281 7.701 0.987
C -9.677 6.490 1.112
O -8.748 6.272 1.875
O -10.330 5.566 0.277
H -10.993 6.362 -1.525
H -12.224 5.715 -0.418
H -12.323 7.751 0.788
H -11.310 8.302 -0.624
C 2.825 8.524 3.551
C 4.070 7.697 3.287
O 3.563 6.503 2.781
C 2.289 6.422 2.895
O 1.694 5.406 2.522
O 1.789 7.537 3.368
H 2.575 9.303 2.831
H 2.740 8.836 4.592
H 4.720 7.523 4.145
H 4.626 8.242 2.524
C -3.332 2.373 -0.866
C -3.577 1.892 0.521
O -4.436 0.708 0.261
C -4.382 0.392 -0.987
O -4.996 -0.525 -1.496
O -3.572 1.297 -1.653
H -2.268 2.555 -1.019
H -3.901 3.226 -1.235
H -4.054 2.638 1.156
H -2.634 1.587 0.974
C 4.935 2.241 -2.012
C 3.569 1.739 -2.609
O 3.583 2.220 -3.938
C 4.823 2.471 -4.325
O 5.217 2.644 -5.478
O 5.661 2.319 -3.258
H 5.347 1.466 -1.366
H 4.903 3.232 -1.559
H 2.755 2.098 -1.980
H 3.509 0.653 -2.546
C -6.931 1.667 6.380
C -5.574 1.100 6.454
O -5.450 -0.052 6.708
N -4.474 1.814 6.285
C -3.122 1.288 6.318
H -6.859 2.716 6.094
H -7.248 1.729 7.422
H -7.579 1.063 5.745
H -4.588 2.779 6.011
H -3.069 0.625 5.455
H -2.924 0.676 7.198
H -2.350 2.031 6.120
C -1.373 -5.445 -0.329
C -0.759 -4.439 0.579
O 0.121 -3.705 0.131
N -1.154 -4.379 1.850
C -2.481 -4.762 2.348
H -0.868 -5.751 -1.245
H -2.398 -5.116 -0.505
H -1.430 -6.366 0.251
H -0.594 -3.749 2.407
H -2.557 -4.421 3.381
H -2.692 -5.822 2.200
H -3.233 -4.312 1.701
C -10.633 -1.264 0.575
C -10.766 -2.668 1.021
O -11.872 -3.096 1.404
N -9.674 -3.386 0.748
C -9.586 -4.750 1.229
H -10.078 -0.730 1.347
H -11.598 -0.803 0.367
H -10.088 -1.167 -0.364
H -8.902 -2.969 0.246
H -8.549 -4.796 1.561
H -9.923 -5.459 0.472
H -10.236 -4.836 2.100
Cl -5.534 8.884 -3.017
C -4.661 10.336 -2.705
C -4.593 10.538 -1.107
Cl -3.727 9.179 -0.395
H -5.181 11.235 -3.037
H -3.665 10.301 -3.145
H -5.578 10.637 -0.649
H -4.016 11.441 -0.905
Cl -10.701 -5.728 -6.113
C -9.694 -6.694 -5.048
C -8.263 -6.270 -5.355
Cl -7.227 -7.116 -4.228
H -9.939 -7.693 -5.407
H -10.055 -6.582 -4.026
H -8.088 -5.200 -5.248
H -7.875 -6.692 -6.282
```

The calculation puts the HOMO energy at -9.266 eV. Its SMILES is O=C1OCCO1.O=C1OCCO1.O=C1OCCO1.O=C1OCCO1.O=C1OCCO1.O=C1OCCO1.CNC(C)=O.CNC(C)=O.CNC(C)=O.ClCCCl.ClCCCl. The value obtained for the LUMO energy is -0.27 eV. Its frontier orbital gap is 9.0 eV.


No. 2
This record from the Open Molecules 2025 dataset describes a 6-piece molecular cluster, C31H53F5O12S6Si overall. The level of theory is ωB97M-V with the def2-TZVPD basis set.

Geometry as XYZ:
```
108
Properties=species:S:1:pos:R:3
C -6.215 -4.580 -6.748
C -5.570 -4.529 -5.350
O -5.079 -5.509 -4.860
O -5.604 -3.298 -4.730
C -4.458 -2.487 -5.083
C -3.326 -2.865 -4.106
C -2.033 -2.111 -4.314
C -0.825 -2.650 -4.390
S -0.643 -4.430 -4.235
O -1.203 -5.132 -5.346
O -1.250 -4.821 -2.995
C 1.145 -4.953 -4.040
F 1.043 -6.269 -3.807
F 1.852 -4.827 -5.155
C 1.881 -4.342 -2.789
F 3.094 -3.904 -3.115
F 1.193 -3.387 -2.171
F 2.071 -5.313 -1.885
C 0.406 -1.771 -4.574
O 1.332 -2.068 -5.294
C 0.330 -0.468 -3.808
C 1.420 0.117 -3.214
C 1.207 1.303 -2.508
C -0.039 1.845 -2.418
C -0.314 3.113 -1.618
C -1.119 2.686 -0.331
O -0.780 1.348 -0.019
Si -1.811 0.574 1.086
C -1.684 -1.279 0.672
C -3.637 1.033 0.928
C -1.131 0.755 2.840
C -1.135 1.274 -3.045
C -0.936 0.113 -3.735
C -2.090 -0.585 -4.406
O -2.961 0.010 -4.993
H -5.458 -4.206 -7.444
H -6.470 -5.622 -6.929
H -7.095 -3.932 -6.723
H -4.804 -1.461 -4.977
H -4.160 -2.668 -6.124
H -3.681 -2.607 -3.096
H -3.224 -3.950 -4.127
H 2.398 -0.349 -3.283
H 2.076 1.753 -2.011
H 0.634 3.568 -1.314
H -0.899 3.812 -2.223
H -2.177 2.805 -0.608
H -0.908 3.380 0.494
H -1.013 -1.813 1.356
H -2.666 -1.768 0.744
H -1.340 -1.442 -0.360
H -4.060 0.440 0.105
H -4.150 0.716 1.842
H -3.775 2.107 0.786
H -0.051 0.595 2.771
H -1.562 -0.054 3.433
H -1.384 1.751 3.210
H -2.117 1.732 -2.979
C 4.725 1.397 1.319
S 3.105 1.679 0.598
O 2.530 2.891 1.255
C 2.326 0.245 1.333
H 5.383 2.212 1.015
H 4.645 1.379 2.407
H 5.120 0.452 0.951
H 2.406 0.301 2.420
H 2.812 -0.655 0.960
H 1.277 0.246 1.040
C -6.283 1.149 4.904
S -5.432 2.715 4.663
O -4.224 2.437 3.847
C -4.892 2.897 6.369
H -6.672 0.821 3.942
H -5.584 0.405 5.289
H -7.110 1.288 5.601
H -4.284 2.038 6.656
H -5.763 2.980 7.020
H -4.297 3.806 6.441
C -0.713 3.198 6.469
S -0.111 1.507 6.582
O -1.067 0.650 5.839
C -0.457 1.304 8.337
H -0.626 3.521 5.433
H -1.758 3.239 6.778
H -0.105 3.844 7.104
H -1.519 1.468 8.526
H 0.143 2.011 8.911
H -0.190 0.287 8.621
C 4.666 5.332 1.268
S 6.449 5.215 1.449
O 6.771 5.489 2.874
C 6.835 6.706 0.517
H 4.210 4.508 1.812
H 4.314 6.280 1.678
H 4.402 5.256 0.213
H 6.346 7.564 0.978
H 6.500 6.586 -0.513
H 7.914 6.849 0.534
C 7.386 -3.323 -0.612
S 5.694 -3.018 -1.139
O 5.220 -1.801 -0.420
C 4.983 -4.440 -0.302
H 8.012 -2.519 -0.994
H 7.436 -3.340 0.477
H 7.726 -4.275 -1.021
H 5.193 -4.381 0.767
H 5.403 -5.354 -0.721
H 3.908 -4.428 -0.463
```

The calculation puts the HOMO energy at -8.732 eV. The value obtained for the LUMO energy is -1.08 eV. Its frontier orbital gap is 7.6 eV.


No. 3
This record from the Open Molecules 2025 dataset describes a 2-piece molecular cluster, C31H53F8N2O5S overall. The level of theory is ωB97M-V with the def2-TZVPD basis set.

Geometry as XYZ:
```
100
Properties=species:S:1:pos:R:3
C 12.084 -3.007 2.430
C 10.621 -2.620 2.191
C 10.447 -1.748 0.931
C 9.852 -0.375 1.207
C 8.460 -0.443 1.873
C 7.356 0.162 0.998
C 7.301 1.692 1.125
C 6.508 2.188 2.333
C 5.016 1.861 2.293
C 4.365 2.104 3.663
C 3.001 1.438 3.845
C 3.062 -0.081 3.736
C 1.819 -0.779 4.296
C 0.644 -0.650 3.336
C -0.481 -1.662 3.593
C -1.901 -1.126 3.377
C -2.299 -0.815 1.945
C -2.612 -2.061 1.135
C -3.127 -1.785 -0.262
O -4.285 -2.580 -0.468
C -4.905 -2.311 -1.685
C -6.407 -2.513 -1.595
F -6.624 -3.823 -1.275
F -6.934 -2.302 -2.827
C -7.194 -1.710 -0.529
F -6.649 -1.853 0.698
F -8.445 -2.245 -0.500
C -7.381 -0.191 -0.778
F -8.329 0.212 0.106
F -7.857 0.052 -2.024
C -6.117 0.689 -0.527
F -5.507 0.903 -1.736
F -6.522 1.897 -0.061
C -1.544 0.240 1.201
O -1.853 1.484 1.871
S -3.412 1.424 2.311
O -3.464 1.784 3.684
O -4.218 2.172 1.407
O -3.637 -0.121 2.060
H 12.618 -2.159 2.848
H 12.551 -3.280 1.487
H 12.156 -3.853 3.107
H 10.276 -2.070 3.065
H 9.995 -3.505 2.111
H 9.837 -2.272 0.195
H 11.422 -1.614 0.463
H 10.518 0.209 1.840
H 9.739 0.142 0.254
H 8.468 0.045 2.846
H 8.194 -1.485 2.044
H 6.392 -0.287 1.220
H 7.604 -0.060 -0.039
H 6.908 2.128 0.207
H 8.330 2.034 1.244
H 6.968 1.805 3.243
H 6.592 3.275 2.374
H 4.858 0.834 1.977
H 4.548 2.526 1.567
H 4.266 3.182 3.788
H 5.055 1.767 4.437
H 2.330 1.873 3.102
H 2.633 1.736 4.828
H 3.183 -0.337 2.684
H 3.963 -0.437 4.237
H 2.072 -1.827 4.452
H 1.587 -0.321 5.256
H 0.252 0.367 3.360
H 1.028 -0.804 2.326
H -0.427 -1.931 4.648
H -0.311 -2.593 3.055
H -2.593 -1.902 3.703
H -2.053 -0.280 4.039
H -1.757 -2.731 1.149
H -3.420 -2.569 1.658
H -2.379 -2.030 -1.021
H -3.410 -0.741 -0.399
H -4.690 -1.316 -2.084
H -4.571 -3.029 -2.439
H -5.406 0.229 0.158
H -0.466 0.126 1.190
H -1.827 0.390 0.161
C -6.659 2.931 -3.972
C -5.910 2.936 -5.286
N -6.604 2.159 -6.333
C -7.593 1.221 -6.153
C -7.907 0.736 -7.379
N -7.102 1.383 -8.286
C -6.327 2.239 -7.629
C -7.086 1.170 -9.736
H -6.739 1.926 -3.562
H -6.130 3.540 -3.244
H -7.665 3.336 -4.093
H -4.913 2.513 -5.164
H -5.796 3.954 -5.656
H -7.972 0.992 -5.174
H -8.616 -0.003 -7.706
H -5.592 2.889 -8.074
H -6.094 0.848 -10.043
H -7.349 2.094 -10.243
H -7.808 0.401 -9.988
```

The net charge is +1. For the relative energy (zero: lowest compared OMol25 entry of this formula, charge and spin), the calculation gives 0.0 kcal per mole. The calculation puts the HOMO energy at -11.704 eV. The value obtained for the LUMO energy is -2.81 eV. Its frontier orbital gap is 8.9 eV.


No. 4
This record from the Open Molecules 2025 dataset describes a 9-piece molecular cluster, C31H53N8O13 overall. The level of theory is ωB97M-V with the def2-TZVPD basis set.

Geometry as XYZ:
```
105
Properties=species:S:1:pos:R:3
C -0.328 0.288 0.104
O 0.179 1.309 -0.515
O 0.661 -0.500 0.601
O -1.439 0.028 0.225
H 1.580 -0.200 0.299
C 0.002 -3.188 -1.898
C -0.482 -4.555 -1.802
C -0.627 -5.342 -3.084
C -0.104 -4.784 -4.366
C 0.465 -3.420 -4.429
C 0.504 -2.631 -3.169
N -0.293 -5.531 -5.673
O -1.066 -6.482 -5.644
O 0.520 -5.184 -6.630
H -0.071 -2.563 -0.886
H -0.647 -5.091 -0.912
H -1.069 -6.352 -3.191
H 0.903 -3.300 -5.363
H 1.079 -1.561 -3.265
C -0.831 1.165 -4.788
C -1.295 0.661 -6.178
C -2.080 -0.684 -6.274
C -2.592 -1.417 -4.974
C -2.162 -0.693 -3.638
C -1.355 0.620 -3.662
N -3.232 -2.646 -5.022
O -2.708 -3.485 -5.769
O -4.245 -2.818 -4.352
H -0.381 2.086 -4.587
H -1.169 1.300 -7.089
H -2.316 -1.159 -7.207
H -2.562 -1.096 -2.630
H -0.917 1.036 -2.863
C -3.754 1.865 2.505
O -4.578 2.818 2.274
N -3.523 1.501 3.868
C -2.475 0.483 4.074
C -4.293 2.001 4.937
H -3.202 1.444 1.588
H -1.627 0.823 4.735
H -2.031 0.060 3.143
H -2.691 -0.275 4.778
H -3.962 2.934 5.311
H -4.004 1.401 5.779
H -5.267 2.011 4.815
C 0.835 3.224 2.427
O 0.094 3.643 3.305
N 2.071 3.672 2.367
C 2.774 3.249 1.211
C 2.797 4.463 3.283
H 0.315 2.562 1.536
H 2.343 3.627 0.247
H 2.654 2.249 1.143
H 3.836 3.789 1.139
H 2.333 4.818 3.960
H 2.997 5.517 3.085
H 3.716 3.766 3.709
C 2.647 -0.883 5.819
O 3.154 -0.836 6.978
N 3.197 -0.512 4.632
C 2.312 -0.418 3.500
C 4.549 -0.017 4.557
H 1.713 -1.394 5.750
H 1.364 -0.985 3.553
H 3.075 -0.732 2.583
H 1.898 0.556 3.136
H 4.653 0.705 5.404
H 4.676 0.543 3.661
H 5.265 -0.874 4.710
C 1.170 -3.843 4.502
O 1.367 -3.822 5.769
N -0.057 -3.485 3.979
C -0.263 -3.274 2.594
C -1.206 -3.265 4.819
H 1.836 -3.979 3.707
H 0.631 -3.054 1.928
H -1.244 -2.732 2.325
H -0.555 -4.281 2.338
H -1.078 -2.829 5.859
H -1.538 -4.244 5.241
H -2.212 -2.842 4.306
C 3.042 0.254 -2.252
O 3.608 -0.219 -1.143
N 3.325 -0.357 -3.463
C 2.806 0.407 -4.725
C 4.365 -1.316 -3.756
H 2.394 0.895 -2.335
H 3.428 1.168 -4.849
H 1.677 0.545 -4.668
H 3.026 -0.269 -5.606
H 3.774 -2.247 -4.285
H 4.520 -1.760 -2.759
H 5.068 -0.776 -4.343
C -2.882 5.213 -2.484
O -2.389 4.838 -3.591
N -2.755 4.686 -1.241
C -3.678 5.075 -0.182
C -1.876 3.584 -1.063
H -3.664 5.956 -2.724
H -3.656 6.087 -0.097
H -3.232 4.846 0.595
H -4.674 4.705 -0.263
H -1.315 3.232 -1.904
H -2.449 2.686 -0.822
H -1.060 3.831 -0.314
```

The net charge is -1. For the relative energy (zero: lowest compared OMol25 entry of this formula, charge and spin), the calculation gives 20.1 kcal per mole. The calculation puts the HOMO energy at -5.963 eV. The value obtained for the LUMO energy is 0.96 eV. Its frontier orbital gap is 6.9 eV.